21
Properties=species:S:1:pos:R:3:forces:R:3:mulliken_charge:R:1 method="wB97M-V/def2-TZVPD" e_tot_ev=-20314.606 largest_force_ev_per_a=3.56 total_charge=0 e_above_lowest_ev=1.6290 lumo_energy_ev=0.393 smiles=CCSC.O.O.O homo_energy_ev=-8.59 gap_ev=8.98
C 0.520646 -0.443963 0.111144 -0.9 -0.9 0.3 -0.6413
C -0.816551 -0.857162 -0.514767 -0.4 2.4 -2.6 -0.6057
S -1.745928 0.578838 -1.509363 1.2 0.1 2.2 -0.1213
C -1.409894 1.978914 -0.278910 0.6 -0.1 -2.2 -0.7280
H 0.645482 0.604881 0.383270 0.0 -0.2 -0.2 0.2809
H 1.280850 -0.781837 -0.585137 0.4 0.3 0.2 0.3365
H 0.562614 -1.035434 1.032111 0.5 0.2 0.0 0.0032
H -1.570911 -1.322661 0.098202 0.1 -0.2 0.2 0.4237
H -0.579227 -1.333347 -1.468360 -0.3 -1.1 0.7 0.2628
H -1.025326 1.515168 0.614544 -0.6 0.3 0.5 0.2351
H -0.640846 2.672070 -0.676265 -0.1 -0.7 0.1 0.2338
H -2.288439 2.600341 -0.258025 -0.5 -0.2 0.8 0.3130
O -2.859568 -2.861110 3.358495 0.2 -0.2 -0.3 -0.6279
H -2.541699 -3.660350 2.921600 0.0 0.2 -0.1 0.3204
H -3.068612 -3.172812 4.237780 -0.1 0.1 0.4 0.3078
O 2.600917 -2.280863 3.019628 -0.4 0.2 0.0 -0.6369
H 1.718969 -1.897694 2.920706 0.2 0.0 0.2 0.3230
H 2.740638 -2.701566 2.171799 0.2 -0.2 -0.2 0.3210
O 4.691619 3.673398 -3.359708 -0.6 -0.3 0.2 -0.6353
H 4.230784 2.950191 -3.799798 0.3 0.0 -0.3 0.3183
H 4.072251 3.840671 -2.637107 0.3 0.3 0.1 0.3169